[1]
ORCA calculation (the ωB97M-V functional and the def2-TZVPD basis) on 3 unconnected molecules or ions with the total composition C22H19BFNO6.

Values from the calculation:
- E_LUMO (eV) = -1.5
- HOMO level (eV) = -9.0
- SMILES = Cc1ccccc1CBC(=O)NC(=O)F.O=C1C=CC(=O)C=C1.O=C1C=CC(=O)C=C1
- charge = 0
- orbital gap (eV) = 7.46

XYZ file:
```
50
Properties=species:S:1:pos:R:3:nbo_charge:R:1
C 2.474 0.800 1.027 -0.634
C 3.055 1.606 -0.136 -0.008
C 4.016 2.583 0.123 -0.194
C 4.560 3.337 -0.891 -0.212
C 4.167 3.179 -2.202 -0.218
C 3.220 2.220 -2.492 -0.210
C 2.680 1.438 -1.477 -0.014
C 1.655 0.387 -1.952 -0.802
B 0.290 1.067 -2.349 0.606
C -0.773 1.337 -1.181 0.426
O -1.155 0.467 -0.446 -0.523
N -1.246 2.737 -1.015 -0.702
C -0.364 3.389 -0.083 0.954
O -0.648 3.450 1.074 -0.509
F 0.761 3.898 -0.599 -0.311
H 2.057 -0.159 0.740 0.236
H 3.195 0.692 1.844 0.225
H 1.634 1.392 1.427 0.224
H 4.332 2.732 1.154 0.210
H 5.314 4.081 -0.636 0.212
H 4.576 3.795 -3.001 0.215
H 2.868 2.060 -3.512 0.208
H 2.075 -0.033 -2.879 0.242
H 1.537 -0.451 -1.254 0.258
H 0.077 1.373 -3.475 -0.063
H -1.118 3.154 -1.940 0.383
C -1.423 -0.462 2.872 -0.242
C -2.445 -0.531 3.723 -0.217
C -2.242 -0.889 5.147 0.473
O -3.172 -0.954 5.921 -0.485
C -0.853 -1.165 5.588 -0.226
C 0.168 -1.096 4.739 -0.234
C -0.036 -0.738 3.313 0.498
O 0.910 -0.676 2.548 -0.511
H -1.555 -0.203 1.835 0.251
H -3.465 -0.331 3.419 0.232
H -0.723 -1.425 6.631 0.232
H 1.188 -1.295 5.044 0.231
C -3.504 -2.581 -1.174 -0.235
C -2.454 -2.115 -1.845 -0.226
C -1.835 -2.894 -2.942 0.479
O -0.875 -2.466 -3.551 -0.501
C -2.428 -4.213 -3.267 -0.233
C -3.479 -4.680 -2.597 -0.229
C -4.100 -3.900 -1.497 0.486
O -5.058 -4.325 -0.888 -0.486
H -3.969 -2.027 -0.368 0.234
H -2.002 -1.157 -1.627 0.243
H -1.962 -4.766 -4.072 0.233
H -3.926 -5.641 -2.819 0.233
```



[2]
ORCA calculation (the ωB97M-V functional and the def2-TZVPD basis) on a molecular structure, C22H19BrMnN4O2S4.

Values from the calculation:
- energy relative to the best compared isomer or geometry (same formula, charge and spin) (eV) = 0.676
- E_LUMO (spin up / spin down) (eV) = -5.4 / -3.5
- HOMO level (spin up / spin down) (eV) = -10.1 / -10.1
- spin multiplicity = 5
- charge = +1
- orbital gap (spin up / spin down) (eV) = 4.66 / 6.58

XYZ file:
```
53
Properties=species:S:1:pos:R:3:mulliken_spin:R:1
Mn -0.963 1.406 -0.499 4.352
Br -1.757 2.380 -2.819 0.049
C -2.701 3.654 -1.807 -0.029
C -3.663 4.441 -2.427 0.019
C -4.335 5.500 -1.697 -0.016
C -4.090 5.695 -0.348 0.014
C -3.249 4.775 0.333 -0.036
C -3.060 4.974 1.727 0.062
C -2.153 4.213 2.405 -0.045
C -1.283 3.316 1.729 0.071
C -1.566 3.058 0.426 -0.508
C -2.492 3.795 -0.386 -0.023
H -3.803 4.270 -3.489 0.000
H -5.044 6.127 -2.278 -0.001
H -4.496 6.535 0.247 -0.001
H -3.728 5.656 2.256 0.002
H -1.922 4.308 3.485 -0.005
H -0.468 2.797 2.226 0.000
S -2.901 0.052 0.020 -0.015
C -2.385 -0.600 1.558 0.013
N -1.147 -0.969 1.773 0.009
C -0.886 -1.495 3.150 -0.001
C -2.253 -1.438 3.901 0.001
S -3.360 -0.517 2.952 -0.004
H -0.524 -1.114 0.976 0.006
H -0.093 -0.801 3.533 0.000
H -0.514 -2.533 3.103 0.000
H -2.107 -1.109 4.937 0.000
H -2.616 -2.429 3.990 0.000
N 5.039 -5.977 -3.252 0.000
C 4.160 -5.233 -2.501 0.000
C 4.536 -5.005 -1.175 0.000
C 3.746 -4.179 -0.422 0.000
C 2.453 -3.752 -0.907 0.000
C 2.068 -4.115 -2.198 0.000
C 2.989 -4.740 -3.067 0.000
S 1.322 -2.800 0.103 -0.002
O 0.018 -3.454 -0.088 0.001
O 1.928 -2.722 1.415 0.001
N 0.973 -1.253 -0.433 0.020
C 1.603 -0.113 -0.236 0.006
S 3.277 0.131 0.305 0.000
C 3.231 1.739 -0.288 0.010
C 1.941 2.068 -0.652 0.023
N 0.986 1.064 -0.619 0.027
H 5.566 -6.642 -2.706 0.000
H 4.730 -6.284 -4.189 0.000
H 5.548 -5.315 -0.860 0.000
H 3.990 -3.960 0.619 0.000
H 1.052 -3.924 -2.528 0.000
H 2.758 -4.947 -4.152 0.000
H 4.027 2.436 -0.186 0.000
H 1.617 3.030 -0.964 -0.001
```



[3]
ORCA calculation (the ωB97M-V functional and the def2-TZVPD basis) on C22H19FN4O2 in the gas phase.

Values from the calculation:
- energy relative to the best compared isomer or geometry (same formula, charge and spin) (eV) = 2.806
- E_LUMO (eV) = -0.1
- HOMO level (eV) = -7.9
- SMILES = NN(CCO)c1nc(-c2ccc(Oc3ccc(F)cc3)cc2)c2ccccc2n1
- charge = 0
- orbital gap (eV) = 7.81

XYZ file:
```
48
Properties=species:S:1:pos:R:3:nbo_charge:R:1
F 4.889 2.993 -4.300 -0.335
N -0.612 -1.591 0.518 -0.536
N -1.890 -3.107 1.780 -0.508
O 0.722 4.307 -1.097 -0.518
O 0.594 -1.948 -1.833 -0.757
C -0.924 -2.891 0.903 0.570
C 2.694 3.996 -4.026 -0.234
C 3.980 2.929 -2.102 -0.265
C 1.631 4.271 -3.155 -0.232
C 2.877 3.251 -1.244 -0.248
C -0.400 2.268 -1.360 -0.262
C 0.374 2.984 0.789 -0.278
C -0.892 1.032 -0.736 -0.139
C -0.036 1.725 1.396 -0.174
C -4.113 -1.399 3.945 -0.176
C -3.465 -0.124 3.982 -0.230
C 3.858 3.307 -3.452 0.382
C 1.843 4.024 -1.794 0.271
C 0.180 3.213 -0.569 0.350
C -0.639 0.788 0.628 -0.121
C -3.642 -2.491 3.173 -0.200
C -1.139 -0.553 1.126 0.335
C -2.528 0.203 3.038 -0.162
C -2.531 -2.093 2.296 0.218
C -2.057 -0.788 2.172 -0.190
N -0.702 -5.274 0.058 -0.637
N -0.160 -3.933 0.271 -0.291
C 1.040 -3.272 -1.653 -0.060
C 1.168 -3.681 -0.182 -0.263
H -0.021 -1.734 -1.117 0.485
H 2.611 4.295 -4.951 0.210
H 4.960 2.484 -1.764 0.243
H 0.802 4.860 -3.483 0.229
H 2.892 3.045 -0.193 0.235
H -0.626 2.427 -2.397 0.231
H 0.868 3.636 1.536 0.231
H -1.350 0.338 -1.400 0.226
H 0.164 1.537 2.524 0.224
H -4.762 -1.631 4.691 0.200
H -3.744 0.669 4.683 0.216
H -3.998 -3.522 3.330 0.238
H -2.221 1.205 3.217 0.226
H -0.245 -5.888 0.712 0.347
H -1.711 -5.331 0.270 0.379
H 2.063 -3.109 -2.111 0.160
H 0.614 -3.978 -2.260 0.168
H 1.811 -4.515 -0.274 0.217
H 1.772 -2.935 0.418 0.226
```



[4]
ORCA calculation (the ωB97M-V functional and the def2-TZVPD basis) on a molecular structure, C22H19LiN3O3PS.

Values from the calculation:
- energy relative to the best compared isomer or geometry (same formula, charge and spin) (eV) = 0.073
- E_LUMO (eV) = 4.7
- HOMO level (eV) = -1.1
- charge = -2
- orbital gap (eV) = 5.75

XYZ file:
```
50
Properties=species:S:1:pos:R:3:nbo_charge:R:1
Li 1.115 -2.202 -1.172 0.856
N 4.450 -1.896 2.040 -0.846
C 3.366 -2.168 1.183 0.255
S 3.738 -2.464 -0.463 -0.506
N 2.211 -2.164 1.789 -0.506
N 1.134 -2.429 0.960 -0.323
C 0.050 -2.645 1.603 0.089
C -1.275 -2.877 1.052 -0.235
C -2.317 -3.017 1.973 -0.159
C -3.634 -3.235 1.603 -0.355
C -3.920 -3.319 0.237 -0.228
C -2.925 -3.192 -0.705 -0.295
C -1.551 -2.964 -0.361 0.408
O -0.673 -2.838 -1.265 -0.792
H 5.213 -1.486 1.524 0.374
H 4.158 -1.345 2.837 0.357
H 0.103 -2.630 2.699 0.141
H -2.065 -2.942 3.028 0.183
H -4.413 -3.329 2.349 0.182
H -4.943 -3.487 -0.090 0.179
H -3.147 -3.258 -1.764 0.191
O 1.310 0.496 -4.290 -0.763
C 0.931 -0.110 -3.271 0.786
O 1.398 -1.156 -2.764 -0.805
C -0.281 0.516 -2.526 -0.840
P -0.035 0.495 -0.706 0.835
C -1.332 1.708 -0.227 -0.201
C -2.646 1.231 -0.184 -0.235
C -3.694 2.061 0.181 -0.219
C -3.450 3.383 0.533 -0.250
C -2.149 3.863 0.514 -0.213
C -1.099 3.034 0.135 -0.259
C 1.494 1.478 -0.488 -0.236
C 2.063 2.277 -1.478 -0.220
C 3.249 2.958 -1.233 -0.225
C 3.877 2.849 0.000 -0.231
C 3.328 2.038 0.984 -0.214
C 2.151 1.347 0.735 -0.229
H -1.147 -0.129 -2.701 0.249
H -0.499 1.511 -2.918 0.210
H -2.838 0.188 -0.419 0.233
H -4.703 1.667 0.207 0.200
H -4.268 4.029 0.829 0.191
H -1.944 4.891 0.794 0.192
H -0.088 3.421 0.118 0.219
H 1.605 2.338 -2.457 0.236
H 3.693 3.557 -2.019 0.197
H 4.810 3.371 0.183 0.191
H 3.834 1.915 1.934 0.196
H 1.760 0.659 1.477 0.234
```